# 1
10
Properties=species:S:1:pos:R:3:mulliken_charge:R:1 method="wB97M-V/def2-TZVPD" charge=0 lumo_ev=-0.037 fmax_ha_per_bohr=0.0465 e_above_lowest_kcal_mol=25.03 homo_lumo_gap_ev=9.1 homo_energy_ev=-9.10 smiles="N#CCC(N)=S" e_tot_ha=-624.38590
C -0.455 0.225 0.859 -0.32
C -1.339 1.076 0.018 0.21
C 0.785 -0.089 0.006 0.19
N -2.054 1.851 -0.432 -0.37
N 0.748 -1.220 -0.829 -0.44
S 2.106 0.872 0.068 -0.28
H -0.259 0.798 1.863 0.26
H -1.051 -0.641 1.221 0.25
H -0.044 -1.667 -1.326 0.26
H 1.563 -1.204 -1.449 0.24


# 2
10
Properties=species:S:1:pos:R:3:mulliken_charge:R:1 method="wB97M-V/def2-TZVPD" charge=+2 lumo_ev="-15.090 / -15.091" fmax_ha_per_bohr=0.0928 e_above_lowest_kcal_mol=9.02 homo_lumo_gap_ev="6.5 / 6.5" homo_energy_ev="-21.54 / -21.54" e_tot_ha=-623.46486
C 1.680 -3.039 -0.008 0.16
C 1.167 -0.599 0.017 0.74
C -0.264 -0.388 0.000 -1.10
N 1.603 -1.865 0.011 0.05
N 2.007 0.478 0.041 -0.19
S 3.630 0.809 -0.014 0.72
H -0.586 0.063 -0.961 0.42
H -0.630 0.337 0.744 0.43
H -0.813 -1.327 0.114 0.36
H 1.438 1.340 0.099 0.41


# 3
11
Properties=species:S:1:pos:R:3:mulliken_charge:R:1 method="wB97M-V/def2-TZVPD" charge=0 lumo_ev=-1.338 fmax_ha_per_bohr=0.1198 e_above_lowest_kcal_mol=82.54 homo_lumo_gap_ev=7.6 homo_energy_ev=-8.92 smiles="S=C/N=C/NC=S" e_tot_ha=-1022.48410
C -2.002 -0.846 -0.271 -0.21
C 0.186 0.495 -0.090 0.19
C 2.401 0.106 0.057 -0.07
H -1.514 -1.834 -0.360 0.35
H -1.688 1.248 -0.236 0.31
H 0.133 1.604 0.263 0.21
H 2.668 1.147 0.705 0.21
N -1.146 0.234 -0.102 -0.18
N 1.053 -0.421 -0.223 -0.37
S -3.685 -0.757 0.179 -0.23
S 3.594 -0.978 0.079 -0.21


# 4
10
Properties=species:S:1:pos:R:3:mulliken_charge:R:1 method="wB97M-V/def2-TZVPD" charge=+1 lumo_ev=-5.954 fmax_ha_per_bohr=0.0884 e_above_lowest_kcal_mol=58.68 homo_lumo_gap_ev=9.6 homo_energy_ev=-15.59 smiles="C=C=N[N+]#CN" e_tot_ha=-280.53557
C 1.639 -0.998 1.215 0.73
C -0.804 -1.047 0.256 0.37
C 1.854 0.176 0.774 -0.76
N -0.312 -1.837 1.013 0.28
N 0.939 -2.034 1.533 -0.58
N -1.829 -0.699 -0.458 -0.26
H 1.980 1.154 1.332 0.27
H 2.218 0.289 -0.179 0.34
H -2.088 0.267 -0.253 0.32
H -1.847 -1.000 -1.358 0.28